Entry 1:
{
  "formula": "C51H144N8O22",
  "method": "ωB97M-V/def2-TZVPD",
  "symbols": ["C", "O", "H", "H", "H", "H", "C", "O", "H", "H", "H", "H", "C", "O", "H", "H", "H", "H", "C", "O", "H", "H", "H", "H", "C", "O", "H", "H", "H", "H", "C", "O", "H", "H", "H", "H", "C", "O", "H", "H", "H", "H", "C", "O", "H", "H", "H", "H", "C", "O", "H", "H", "H", "H", "C", "O", "C", "C", "N", "C", "C", "O", "C", "H", "H", "H", "H", "H", "H", "H", "H", "H", "H", "H", "H", "H", "H", "H", "C", "O", "C", "C", "N", "C", "C", "O", "C", "H", "H", "H", "H", "H", "H", "H", "H", "H", "H", "H", "H", "H", "H", "H", "C", "O", "C", "C", "N", "C", "C", "O", "C", "H", "H", "H", "H", "H", "H", "H", "H", "H", "H", "H", "H", "H", "H", "H", "C", "O", "C", "C", "N", "C", "C", "O", "C", "H", "H", "H", "H", "H", "H", "H", "H", "H", "H", "H", "H", "H", "H", "H", "C", "O", "C", "C", "N", "C", "C", "O", "C", "H", "H", "H", "H", "H", "H", "H", "H", "H", "H", "H", "H", "H", "H", "H", "C", "C", "C", "O", "C", "N", "H", "H", "H", "H", "H", "H", "H", "H", "H", "H", "H", "C", "C", "C", "O", "C", "N", "H", "H", "H", "H", "H", "H", "H", "H", "H", "H", "H", "C", "C", "C", "O", "C", "N", "H", "H", "H", "H", "H", "H", "H", "H", "H", "H", "H"],
  "coordinates": [[-3.6172, -1.2951, 3.1236], [-2.8035, -0.2575, 3.6238], [-4.5682, -1.3062, 3.6688], [-3.9272, -1.0755, 2.0997], [-3.1223, -2.2673, 3.1603], [-2.2806, -0.5713, 4.3896], [0.4190, -3.1403, 2.8972], [1.4237, -3.8511, 3.6054], [-0.5124, -3.1727, 3.4830], [0.6625, -2.0954, 2.7258], [0.1435, -3.6445, 1.9652], [1.1063, -4.7541, 3.6951], [-0.4198, -1.3145, 5.8014], [-1.8523, -1.4350, 5.9445], [-0.0588, -2.2158, 5.3082], [-0.1829, -0.4305, 5.2099], [0.0176, -1.1543, 6.7877], [-2.0744, -2.3637, 6.0356], [-0.3885, -6.0043, -2.1715], [-0.0123, -7.3757, -2.0744], [-0.0367, -5.5747, -3.1142], [-1.4697, -5.9341, -2.1155], [0.0518, -5.4060, -1.3663], [0.9500, -7.3885, -2.1009], [-2.6139, 3.6441, -1.4606], [-2.8403, 3.7315, -0.0574], [-1.5723, 3.8791, -1.7044], [-2.8541, 2.6430, -1.8288], [-3.2240, 4.3947, -1.9620], [-2.4093, 2.9337, 0.3193], [-3.2099, -3.1272, -2.2574], [-3.0984, -1.9512, -3.0563], [-4.0963, -3.7129, -2.5149], [-2.3263, -3.7412, -2.4404], [-3.2312, -2.8102, -1.2115], [-3.4646, -1.2081, -2.5593], [2.8077, -3.9029, -2.9445], [1.5733, -4.4962, -3.3271], [2.6267, -3.0292, -2.3106], [3.3613, -4.6077, -2.3288], [3.4681, -3.5655, -3.7480], [0.9826, -3.7941, -3.6942], [-4.5701, 0.0970, -0.6667], [-4.8054, 0.2148, -2.0630], [-4.5828, -0.9428, -0.3302], [-3.5719, 0.5033, -0.4833], [-5.2180, 0.6654, 0.0029], [-5.6834, 0.5721, -2.2184], [-0.8551, 2.4022, 4.8076], [-0.8983, 3.6031, 4.0350], [-0.1070, 1.7288, 4.3944], [-0.5786, 2.6899, 5.8271], [-1.8443, 1.9395, 4.8221], [-1.8295, 3.9015, 4.0638], [-2.9633, -4.9883, 0.8393], [-3.1076, -5.6322, -0.3942], [-3.9723, -6.7529, -0.3119], [-3.9845, -7.5032, -1.6289], [-4.4554, -6.6131, -2.6829], [-4.4127, -7.2628, -3.9883], [-4.7185, -6.2537, -5.0831], [-3.6834, -5.2621, -4.9620], [-4.0300, -4.0037, -5.4796], [-1.9731, -4.5402, 0.9598], [-3.1102, -5.5716, 1.7528], [-3.6438, -4.1288, 0.8803], [-4.9698, -6.5323, 0.0818], [-3.4880, -7.4188, 0.4186], [-4.6228, -8.3848, -1.5603], [-2.9471, -7.8310, -1.7979], [-3.8051, -5.8335, -2.7186], [-5.1193, -8.0949, -3.9765], [-3.3938, -7.6375, -4.1614], [-5.6805, -5.7452, -5.0225], [-4.5804, -6.7659, -6.0399], [-4.1119, -3.9859, -6.5732], [-3.2976, -3.2850, -5.1146], [-5.0176, -3.6756, -5.1251], [9.0754, 4.9983, 2.9472], [8.0602, 4.3486, 2.2376], [7.9476, 4.8043, 0.8933], [6.8473, 4.0356, 0.1798], [5.5487, 4.4246, 0.7320], [4.4865, 3.4708, 0.2961], [3.2100, 3.8819, 1.0212], [3.4597, 3.7691, 2.3996], [2.4393, 4.3343, 3.1963], [10.0522, 4.6183, 2.6289], [9.0292, 4.7973, 4.0190], [9.0706, 6.0913, 2.8868], [8.8774, 4.5080, 0.3904], [7.7620, 5.8795, 0.9003], [7.0259, 2.9556, 0.2589], [6.9769, 4.2991, -0.8740], [5.6583, 4.2967, 1.7353], [4.7989, 2.4527, 0.5219], [4.4312, 3.6896, -0.7704], [2.3933, 3.2101, 0.7273], [2.9951, 4.9237, 0.7589], [2.3173, 5.4122, 3.0676], [2.6988, 4.1224, 4.2289], [1.4873, 3.8282, 3.0003], [-2.4130, -5.6696, -6.4828], [-2.0808, -4.3863, -5.9694], [-1.5924, -4.4640, -4.6343], [-1.2629, -3.0181, -4.2551], [0.0300, -2.6452, -4.8645], [0.3285, -1.2213, -4.6919], [1.7111, -0.8637, -5.1605], [1.7280, -0.8620, -6.5859], [2.9845, -0.4751, -7.1094], [-2.8799, -5.5123, -7.4511], [-3.0920, -6.2195, -5.8245], [-1.4797, -6.2342, -6.5691], [-0.7126, -5.1049, -4.5432], [-2.4004, -4.8294, -3.9930], [-1.1186, -2.9358, -3.1752], [-2.0793, -2.3814, -4.6077], [-0.0705, -2.8060, -5.8639], [0.2587, -0.9940, -3.6229], [-0.4179, -0.6414, -5.2489], [2.4578, -1.5763, -4.7957], [1.9741, 0.1619, -4.8770], [3.7355, -1.0231, -6.5251], [3.1754, 0.5962, -6.9980], [3.0504, -0.7991, -8.1439], [-1.8374, 8.9163, 3.8151], [-2.4422, 7.8265, 3.1601], [-2.2836, 6.6045, 3.8636], [-3.3525, 5.6301, 3.3498], [-3.5805, 4.5147, 4.2665], [-4.2153, 3.4198, 3.4950], [-4.8975, 2.3896, 4.3833], [-5.9337, 3.0355, 5.0932], [-6.6351, 2.1485, 5.9317], [-2.1263, 8.9922, 4.8650], [-2.1018, 9.8012, 3.2364], [-0.7437, 8.8714, 3.7336], [-2.4950, 6.8032, 4.9210], [-1.2735, 6.2103, 3.7287], [-3.1009, 5.4047, 2.3125], [-4.2450, 6.2672, 3.3025], [-4.3086, 4.7449, 4.9371], [-3.4154, 2.9918, 2.8811], [-4.9521, 3.7862, 2.7682], [-4.1843, 1.9612, 5.0988], [-5.1582, 1.5375, 3.7459], [-6.2352, 2.1148, 6.9534], [-6.5762, 1.0990, 5.6224], [-7.6765, 2.4669, 5.9499], [1.7521, 2.1518, -2.3395], [2.5013, 1.4810, -1.3500], [3.7019, 0.9077, -1.8342], [4.2401, -0.0150, -0.7385], [3.4187, -1.1706, -0.4461], [3.8920, -1.9016, 0.7053], [3.2431, -3.2683, 0.9141], [4.0896, -4.2799, 0.3814], [3.4197, -5.5131, 0.2692], [0.7894, 2.3648, -1.8699], [1.5774, 1.6214, -3.2792], [2.2171, 3.1263, -2.5398], [4.4485, 1.6588, -2.1030], [3.4991, 0.2811, -2.7080], [4.3055, 0.6039, 0.1657], [5.2531, -0.3453, -0.9786], [2.4199, -1.0518, -0.4857], [3.8246, -1.3031, 1.6255], [4.9482, -2.1280, 0.5310], [2.2356, -3.3415, 0.4910], [3.1768, -3.4768, 1.9849], [4.1211, -6.1668, -0.2479], [2.5060, -5.4197, -0.3329], [3.1473, -5.9112, 1.2536], [0.6701, 0.5842, 2.0007], [-0.2295, 0.9707, 0.7711], [-0.5989, -0.2385, -0.0750], [0.5520, -0.9591, -0.4248], [0.1926, -2.0800, -1.2214], [-1.4321, 1.6257, 1.3087], [1.4334, -0.0918, 1.5916], [0.0933, 0.0875, 2.7760], [1.2608, 1.4411, 2.3244], [0.3990, 1.6407, 0.1841], [-1.0885, 0.1720, -0.9681], [-1.3327, -0.8741, 0.4390], [1.0944, -2.6214, -1.5069], [-0.3457, -1.7323, -2.1092], [-0.4470, -2.7899, -0.6832], [-1.1864, 2.2583, 2.0646], [-1.9799, 0.8713, 1.7157], [2.1905, 1.4200, 5.9873], [3.6467, 1.5176, 6.4426], [4.3176, 2.7501, 5.7978], [5.5876, 2.9366, 6.3890], [6.2730, 4.0613, 5.8492], [3.6504, 1.6987, 7.9047], [2.1068, 1.3738, 4.8984], [1.6295, 2.2821, 6.3587], [1.6814, 0.5420, 6.3848], [4.1968, 0.6236, 6.1413], [3.6959, 3.6270, 6.0291], [4.4233, 2.6594, 4.7105], [6.9988, 4.4012, 6.5838], [5.5266, 4.8571, 5.7370], [6.7115, 3.8322, 4.8765], [4.5505, 2.1253, 8.1278], [3.0291, 2.4986, 8.0464], [-0.3263, 4.6280, -4.6868], [-0.2908, 3.7043, -5.8980], [-1.3184, 2.5959, -5.6687], [-0.9358, 1.8567, -4.5242], [-1.7031, 0.6767, -4.3472], [-0.6536, 4.4362, -7.1301], [-0.0754, 4.0457, -3.7946], [-1.2901, 5.0887, -4.4482], [0.3510, 5.4837, -4.7639], [0.7165, 3.3101, -6.0225], [-1.2905, 1.9175, -6.5310], [-2.3409, 2.9721, -5.5528], [-1.5173, -0.0223, -5.1643], [-2.7500, 0.9415, -4.1877], [-1.3306, 0.2126, -3.4340], [-1.5946, 4.8104, -7.0499], [-0.0554, 5.2582, -7.1202]],
  "gap_ha": 0.29773,
  "molar_mass_g_mol": 1221.75,
  "charge": 0,
  "lumo_ev": -0.003,
  "spin_multiplicity": 1,
  "total_energy_ev": -112169.87092,
  "homo_energy_ev": -8.10,
  "max_force_ev_per_a": 9.52
}


Entry 2:
{
  "formula": "C4H12",
  "method": "ωB97M-V/def2-TZVPD",
  "symbols": ["C", "C", "H", "H", "H", "H", "H", "H", "C", "C", "H", "H", "H", "H", "H", "H"],
  "coordinates": [[1.5565, -0.7549, 0.8485], [2.2241, -2.0353, 0.3261], [2.2047, -0.1370, 1.4699], [1.0938, -0.1372, 0.0766], [0.7186, -1.0107, 1.4953], [1.8915, -2.2986, -0.6730], [1.9588, -2.8295, 1.0287], [3.3130, -2.0386, 0.3672], [-2.1983, 0.7089, -0.5270], [-1.6350, 2.1399, -0.6506], [-2.3765, 0.3584, 0.4832], [-3.0419, 0.4528, -1.1645], [-1.4187, 0.0991, -1.0063], [-2.1325, 2.6735, -1.4504], [-0.5716, 2.1213, -0.9134], [-1.5864, 2.6879, 0.2896]],
  "gap_ha": 0.46063,
  "molar_mass_g_mol": 60.14,
  "charge": 0,
  "smiles": "CC.CC",
  "lumo_ev": 1.152,
  "spin_multiplicity": 1,
  "total_energy_ev": -4342.06963,
  "homo_energy_ev": -11.38,
  "max_force_ev_per_a": 1.62
}


Entry 3:
{
  "formula": "C7H8ClN",
  "method": "ωB97M-V/def2-TZVPD",
  "symbols": ["C", "C", "C", "C", "C", "C", "C", "N", "Cl", "H", "H", "H", "H", "H", "H", "H", "H"],
  "coordinates": [[0.7023, -1.2726, -1.5806], [0.8029, -2.2105, -0.4453], [0.3904, -0.0461, -1.1419], [0.6628, -1.3699, 0.5935], [-1.6821, 1.4118, 0.7076], [-0.2066, 0.9651, 1.0453], [-2.3713, 0.6971, 1.7751], [0.2977, -0.1084, 0.2262], [-2.9740, -0.7916, 1.2684], [0.8881, -1.7777, -2.5296], [1.1035, -3.1764, -0.3218], [0.2613, 0.8874, -1.5058], [-1.7023, 2.5829, 0.8183], [-1.8822, 1.1901, -0.2890], [0.5735, 1.8214, 1.2011], [-0.2610, 0.5438, 2.0038], [0.6835, -1.7117, 1.6108]],
  "gap_ha": 0.30485,
  "molar_mass_g_mol": 141.60,
  "charge": 0,
  "lumo_ev": -0.381,
  "spin_multiplicity": 1,
  "total_energy_ev": -21396.57819,
  "homo_energy_ev": -8.68,
  "max_force_ev_per_a": 5.02
}


Which value of charge does entry 1 give? 0